C18H9BaF6IN4O8S4 | the ωB97M-V functional and the def2-TZVPD basis

## Properties
**HOMO level**: -0.06322 Eh
**Charge**: -2
**Kohn-Sham gap**: 5.65 eV
**Energy relative to the best compared isomer or geometry (same formula, charge and spin)**: 47.90 kcal/mol

```
51
C18H9BaF6IN4O8S4 (the ωB97M-V functional and the def2-TZVPD basis)
Ba 0.5693 0.4411 -0.4943
O -3.8866 -1.1482 0.1896
C -2.5134 -1.1952 0.2678
O -1.8826 0.0010 0.5843
C -1.7407 -2.2696 0.0102
C -2.2894 -3.5587 -0.3726
C -1.4551 -4.5805 -0.6651
C -0.0410 -4.4055 -0.5994
C 0.4050 -3.1491 -0.2263
N -0.3528 -2.1071 0.0686
C 1.8840 -2.8308 -0.1879
O 2.7196 -3.8844 -0.2665
O 2.3286 -1.7130 -0.1429
H -4.1317 -0.7623 -0.6623
H -3.3653 -3.6640 -0.4069
H -1.8564 -5.5434 -0.9620
H 0.6152 -5.1883 -0.9564
H 2.1810 -4.6826 -0.1814
S 1.2447 0.4469 2.5188
C 1.1496 2.0031 3.2660
C 1.5204 2.1369 4.6116
C 1.4712 3.3472 5.2908
C 1.8721 3.4071 6.6613
N 2.1906 3.4490 7.7679
C 1.0273 4.4970 4.6144
C 0.6467 4.3834 3.2799
C 0.6931 3.1765 2.5808
S 0.1866 3.1541 0.9156
C 0.9611 5.7643 5.2655
N 0.9150 6.7935 5.7833
H 1.8589 1.2505 5.1313
H 0.3006 5.2632 2.7535
F 2.1020 -1.3480 -5.8054
C 2.7672 -0.6173 -4.9146
F 3.7111 -1.3747 -4.3596
F 3.3506 0.4029 -5.5390
S 1.6309 -0.0170 -3.5958
O 1.0116 -1.1656 -2.9838
O 2.4333 0.7637 -2.6874
N 0.6566 0.8437 -4.4878
S -0.8507 1.0777 -4.0635
O -1.0297 1.2184 -2.6415
O -1.4446 2.0321 -4.9401
C -1.7335 -0.5325 -4.4367
F -1.8614 -1.2814 -3.3518
F -2.9595 -0.2608 -4.9008
F -1.0872 -1.2321 -5.3723
I -2.4732 -0.5446 3.4780
C -2.3690 0.6908 1.6976
H -1.6828 1.5026 1.9133
H -3.3972 1.0103 1.5543
```

Results of the natural (NBO) charge analysis, in e, for atoms 1 through 5: Ba 1.79; O -0.72; C 0.38; O -0.58; C 0.06

C4H8FI | the ωB97M-V functional and the def2-TZVPD basis

## Properties
**HOMO level**: -0.34548 Eh
**Charge**: 0
**Kohn-Sham gap**: 9.90 eV
**Energy relative to the best compared isomer or geometry (same formula, charge and spin)**: 6.41 kcal/mol
**SMILES string**: CC(C)(F)CI

```
14
C4H8FI (the ωB97M-V functional and the def2-TZVPD basis)
C 1.0743 0.3649 0.6737
C -0.3580 -0.0320 -1.3953
C -1.5359 -0.1909 0.9375
C -0.3242 0.5496 0.0291
F -0.5374 1.8584 -0.0981
I -3.4631 0.0755 0.0744
H 1.6906 1.2015 0.2971
H 1.0637 0.4097 1.7514
H 1.5580 -0.6773 0.4157
H -1.5045 -0.3303 -1.4557
H 0.2438 -0.9389 -1.6485
H -0.1161 0.6698 -2.1348
H -1.2803 -1.2913 0.8106
H -1.5865 0.2941 1.9102
```

Results of the natural (NBO) charge analysis, in e, for atoms 1 through 5: C -0.65; C -0.67; C -0.58; C 0.36; F -0.36

C25H43KN2PSi | the ωB97M-V functional and the def2-TZVPD basis

## Properties
**HOMO level**: -0.28756 Eh
**Charge**: +1
**Kohn-Sham gap**: 4.17 eV
**Energy relative to the best compared isomer or geometry (same formula, charge and spin)**: 0.00 kcal/mol

```
73
C25H43KN2PSi (the ωB97M-V functional and the def2-TZVPD basis)
K -0.5334 0.5652 1.5251
C -5.3988 -2.1780 -0.2643
C -4.0178 -2.8727 -0.6224
C -3.9142 -3.0057 -2.1627
P -2.5613 -1.9552 0.2239
C -2.7217 -2.4584 2.0170
C -3.4865 -3.7736 2.3173
C -3.3767 -1.2579 2.7427
C -1.0523 -3.0081 -0.2739
C -0.3796 -3.8234 0.8251
C -0.0094 -2.1917 -1.0870
H -6.1265 -2.5488 -1.0094
H -5.3160 -1.0863 -0.3343
H -5.7402 -2.4614 0.7728
H -4.1228 -3.8546 -0.1639
H -4.3874 -2.0924 -2.5871
H -4.5600 -3.8113 -2.4701
H -2.8862 -3.1120 -2.5927
H -1.6421 -2.5283 2.3250
H -4.5476 -3.6073 2.1284
H -3.4865 -4.0296 3.3459
H -3.0311 -4.5970 1.7785
H -3.8232 -0.5702 2.0341
H -2.6454 -0.7049 3.3607
H -4.1877 -1.6430 3.4083
H -1.4556 -3.7426 -1.0043
H 0.1387 -3.2123 1.6044
H 0.3759 -4.5013 0.3910
H -1.0468 -4.4919 1.3244
H 0.7323 -1.6841 -0.4837
H -0.4304 -1.4202 -1.7233
H 0.5261 -2.8601 -1.7629
C 5.8911 -2.7197 -0.8443
C 5.0645 -2.2715 -1.8504
C 4.1130 -1.2937 -1.6224
C 3.7697 -0.9027 -0.3185
C 4.4825 -1.5006 0.7314
C 5.5368 -2.3950 0.4843
Si 2.5510 0.6602 -0.1032
C 3.9082 2.1142 0.0806
C 4.6273 2.2178 1.2803
C 5.6303 3.1582 1.4122
C 5.9985 3.9715 0.3511
C 5.1884 3.9569 -0.8214
C 4.2369 2.9692 -1.0156
H 6.7559 -3.3945 -1.1387
H 5.1541 -2.5747 -2.9003
H 3.5694 -0.9279 -2.4548
H 4.2057 -1.3390 1.8103
H 6.0898 -2.8014 1.3044
H 1.9760 0.6947 -1.4984
H 4.3099 1.6051 2.1018
H 6.1889 3.2364 2.3834
H 6.7763 4.7637 0.4415
H 5.4354 4.7077 -1.6044
H 3.7323 2.8316 -1.9673
N -2.1181 5.3867 -1.0161
C -2.7022 3.9986 -1.6011
C -2.1485 2.7271 -0.8562
N -1.8467 2.8658 0.5942
C -1.0304 4.0189 0.8334
C -0.7829 5.0670 -0.3906
H -2.8045 5.6129 -0.2758
H -2.0703 6.1179 -1.7142
H -2.6086 3.8888 -2.6785
H -3.7448 4.0400 -1.2732
H -1.1317 2.4976 -1.3254
H -2.7696 1.8253 -1.1219
H -2.6451 2.8761 1.2178
H 0.0200 3.7671 1.1016
H -1.3364 4.5906 1.7361
H -0.0950 4.5277 -1.0562
H -0.2628 5.9445 0.0016
```

Results of the Mulliken charge analysis, in e, for atoms 1 through 5: K 0.54; C -1.42; C 0.30; C -1.43; P 0.14

C12H15Cl3F4GeN2Ni | the ωB97M-V functional and the def2-TZVPD basis

## Properties
**HOMO level (spin up / spin down)**: -0.44337 / -0.43472 Eh
**Spin multiplicity**: 2
**Charge**: +1
**Kohn-Sham gap (spin up / spin down)**: 5.75 / 5.92 eV

```
38
C12H15Cl3F4GeN2Ni (the ωB97M-V functional and the def2-TZVPD basis)
Ni -0.1380 0.4754 -0.7962
C 2.3021 1.7453 -2.1975
C 2.7983 0.9627 -0.9945
N 1.7949 -0.0180 -0.4818
C 2.0327 -1.3875 -1.0198
C 1.8400 -1.5116 -2.5187
C 1.8072 -0.0727 1.0045
C 0.5756 -0.7879 1.5776
N -0.5689 -0.5373 0.7111
C -1.8581 -0.7097 1.0942
C -2.8321 -0.3409 0.1461
F -2.3760 0.1672 -1.0303
C -4.1795 -0.4086 0.3878
F -5.0345 -0.0107 -0.5435
C -4.6294 -0.8922 1.6052
C -3.6988 -1.2829 2.5540
F -4.1106 -1.7557 3.7220
C -2.3399 -1.1937 2.3237
F -1.4928 -1.5898 3.2700
H 3.0740 2.4383 -2.5324
H 1.4317 2.3575 -1.9406
H 2.0439 1.1082 -3.0415
H 3.0229 1.6583 -0.1873
H 3.7223 0.4270 -1.2266
H 1.3403 -2.0591 -0.5118
H 3.0464 -1.6907 -0.7385
H 0.8559 -1.1485 -2.8341
H 1.8995 -2.5621 -2.7996
H 2.6014 -0.9770 -3.0829
H 1.8159 0.9554 1.3625
H 2.7186 -0.5596 1.3626
H 0.4144 -0.4404 2.5978
H 0.7258 -1.8705 1.6302
H -5.6880 -0.9671 1.8122
Cl 1.0774 3.6000 1.0564
Ge -0.5863 2.5818 0.1747
Cl -1.2357 3.7136 -1.5267
Cl -2.1727 2.5834 1.6119
```

Results of the natural (NBO) charge analysis, in e, for atoms 1 through 5: Ni 1.02; C -0.63; C -0.23; N -0.51; C -0.23

C10H10O2 | the ωB97M-V functional and the def2-TZVPD basis

## Properties
**HOMO level**: -0.30543 Eh
**Charge**: 0
**Kohn-Sham gap**: 9.08 eV
**Energy relative to the best compared isomer or geometry (same formula, charge and spin)**: 94.56 kcal/mol

```
22
C10H10O2 (the ωB97M-V functional and the def2-TZVPD basis)
C 1.3100 -0.2445 2.6676
C 1.1139 -1.5809 2.5129
C 1.0026 0.5863 1.5689
C 0.5172 -2.0894 1.4017
C 0.4792 0.0597 0.3844
C 0.2216 -1.3022 0.2933
C -0.6025 -0.7668 -1.7168
C -1.0197 -0.4963 -2.9122
C -0.0390 0.8633 -0.8325
C -1.3630 1.6418 -0.6151
O -0.5142 -1.6867 -0.7766
O 0.9869 1.5020 -1.5163
H 1.7100 0.1393 3.6046
H 1.3099 -2.2556 3.3727
H 1.0238 1.7143 1.6010
H 0.4468 -3.1708 1.3788
H -1.0657 -1.1914 -3.7083
H -1.0969 0.4680 -3.2789
H -1.9723 1.2622 0.2760
H -1.7651 1.4647 -1.6071
H -1.3236 2.6775 -0.3992
H 0.6399 2.4055 -1.6989
```

Results of the natural (NBO) charge analysis, in e, for atoms 1 through 5: C -0.23; C -0.20; C -0.17; C -0.26; C -0.13

Copy entry 1 word for word.
C18H9BaF6IN4O8S4 | the ωB97M-V functional and the def2-TZVPD basis

## Properties
**HOMO level**: -0.06322 Eh
**Charge**: -2
**Kohn-Sham gap**: 5.65 eV
**Energy relative to the best compared isomer or geometry (same formula, charge and spin)**: 47.90 kcal/mol

```
51
C18H9BaF6IN4O8S4 (the ωB97M-V functional and the def2-TZVPD basis)
Ba 0.5693 0.4411 -0.4943
O -3.8866 -1.1482 0.1896
C -2.5134 -1.1952 0.2678
O -1.8826 0.0010 0.5843
C -1.7407 -2.2696 0.0102
C -2.2894 -3.5587 -0.3726
C -1.4551 -4.5805 -0.6651
C -0.0410 -4.4055 -0.5994
C 0.4050 -3.1491 -0.2263
N -0.3528 -2.1071 0.0686
C 1.8840 -2.8308 -0.1879
O 2.7196 -3.8844 -0.2665
O 2.3286 -1.7130 -0.1429
H -4.1317 -0.7623 -0.6623
H -3.3653 -3.6640 -0.4069
H -1.8564 -5.5434 -0.9620
H 0.6152 -5.1883 -0.9564
H 2.1810 -4.6826 -0.1814
S 1.2447 0.4469 2.5188
C 1.1496 2.0031 3.2660
C 1.5204 2.1369 4.6116
C 1.4712 3.3472 5.2908
C 1.8721 3.4071 6.6613
N 2.1906 3.4490 7.7679
C 1.0273 4.4970 4.6144
C 0.6467 4.3834 3.2799
C 0.6931 3.1765 2.5808
S 0.1866 3.1541 0.9156
C 0.9611 5.7643 5.2655
N 0.9150 6.7935 5.7833
H 1.8589 1.2505 5.1313
H 0.3006 5.2632 2.7535
F 2.1020 -1.3480 -5.8054
C 2.7672 -0.6173 -4.9146
F 3.7111 -1.3747 -4.3596
F 3.3506 0.4029 -5.5390
S 1.6309 -0.0170 -3.5958
O 1.0116 -1.1656 -2.9838
O 2.4333 0.7637 -2.6874
N 0.6566 0.8437 -4.4878
S -0.8507 1.0777 -4.0635
O -1.0297 1.2184 -2.6415
O -1.4446 2.0321 -4.9401
C -1.7335 -0.5325 -4.4367
F -1.8614 -1.2814 -3.3518
F -2.9595 -0.2608 -4.9008
F -1.0872 -1.2321 -5.3723
I -2.4732 -0.5446 3.4780
C -2.3690 0.6908 1.6976
H -1.6828 1.5026 1.9133
H -3.3972 1.0103 1.5543
```

Results of the natural (NBO) charge analysis, in e, for atoms 1 through 5: Ba 1.79; O -0.72; C 0.38; O -0.58; C 0.06

Q: Which value of charge does entry 5 give?
A: 0

Q: charge of number 3 (C25H43KN2PSi)?
A: +1